No. 1
# C3H6N4O

A structure of composition C3H6N4O at a distorted geometry (ωB97M-V/def2-TZVPD, the Open Molecules 2025 dataset).

Calculated values
E: -411.932871 hartree
HOMO: -7.271 eV
energy above the lowest of the compared OMol25 structures with the same formula, charge and spin: 7.512 eV
spin multiplicity: 1
orbital gap: 0.2680 Eh

XYZ file:
```
14
Properties=species:S:1:pos:R:3:forces:R:3:mulliken_charge:R:1
C 0.418 0.609 -0.263 0.39 0.51 1.62 0.14
C -1.733 0.024 0.038 4.42 0.25 -2.00 0.48
C 0.364 -0.746 -0.115 6.02 4.05 -1.41 0.14
H 2.442 1.174 -0.459 -4.40 2.20 2.28 0.30
H 1.180 2.022 1.219 0.94 -1.49 -4.65 0.28
H -1.338 1.950 -0.528 1.78 -2.35 1.56 0.28
H -2.953 -1.213 -0.080 -0.95 2.17 0.14 0.29
H 2.433 -1.513 -0.577 -4.52 -0.71 3.09 0.29
H 1.234 -2.189 1.180 1.48 1.71 -4.93 0.31
N 1.273 1.666 -0.069 5.58 -0.21 2.10 -0.64
N -0.887 1.061 -0.044 -2.63 4.86 -1.25 -0.23
N -2.930 -0.130 -0.004 -4.18 -2.94 0.45 -0.71
N 1.356 -1.736 -0.028 1.64 -1.12 2.13 -0.58
O -0.858 -0.981 -0.270 -5.56 -6.94 0.88 -0.36
```
Forces are in eV/Å.

No. 2
# C3H6N4O

An isolated molecule of C3H6N4O at a distorted geometry (ωB97M-V/def2-TZVPD, the Open Molecules 2025 dataset).

Calculated values
E: -412.067660 hartree
HOMO: -7.579 eV
energy above the lowest of the compared OMol25 structures with the same formula, charge and spin: 3.844 eV
SMILES: Nc1cnn(O)c1N
spin multiplicity: 1
orbital gap: 0.3119 Eh

XYZ file:
```
14
Properties=species:S:1:pos:R:3:forces:R:3:mulliken_charge:R:1
N -1.822 0.175 1.314 -2.13 1.14 -0.64 -0.57
C -0.771 0.379 0.367 -0.35 -0.52 0.68 0.79
C -0.470 1.539 -0.364 1.72 -2.44 -0.27 -0.62
N 0.584 1.392 -1.139 0.95 0.84 -0.79 -0.84
N 0.996 0.148 -1.038 -2.24 -2.33 2.76 0.63
O 2.283 -0.317 -1.465 -2.88 -2.06 1.96 -0.47
C 0.157 -0.569 0.013 2.27 1.85 -2.72 -0.26
N 0.428 -1.865 0.300 1.89 0.21 -0.79 -0.41
H -2.694 0.827 1.228 2.55 -1.62 0.05 0.25
H -1.534 0.128 2.277 0.16 0.19 0.06 0.23
H -1.000 2.402 -0.374 -1.38 2.53 -0.03 0.51
H 2.705 0.401 -1.849 1.07 2.68 -1.15 0.35
H 1.346 -2.189 -0.045 -1.22 -0.06 0.65 0.23
H -0.209 -2.451 0.775 -0.41 -0.41 0.23 0.18
```
Forces are in eV/Å.